(1)
Density functional theory data (ωB97M-V/def2-TZVPD) for a cluster of 2 separate species, FH2NO3S in total.

Computed properties:
Gap between HOMO and LUMO (alpha / beta) ... 6.40 / 6.41 eV
HOMO energy (alpha / beta) ... -10.0 / -10.0 eV
Net charge ... 0
Spin multiplicity ... 1

XYZ file:
```
8
FH2NO3S ωB97M-V/def2-TZVPD
N 1.02543 -0.47425 0.98544
O -2.29421 0.45054 -0.50436
O -0.16345 -0.51161 -0.81140
O 1.72023 -1.32734 1.51375
F -0.42330 1.84730 -1.25241
S -1.23768 0.32533 -1.46330
H 1.21499 0.04949 0.19619
H 0.15800 -0.35944 1.33609
```

***

(2)
Density functional theory data (ωB97M-V/def2-TZVPD) for an isolated molecule of FH2NOS2.

Computed properties:
Gap between HOMO and LUMO (alpha / beta) ... 6.49 / 6.81 eV
HOMO energy (alpha / beta) ... -5.8 / -10.8 eV
Net charge ... 0
Spin multiplicity ... 3
⟨S²⟩ ... 2.0070

XYZ file:
```
7
FH2NOS2 ωB97M-V/def2-TZVPD
N -0.70194 0.71078 0.15874
O 0.27124 -1.67145 0.22403
F -1.84404 -0.02795 0.26286
S 2.16392 0.66328 0.16676
S 0.60014 -0.36121 -0.29556
H -0.61032 1.23657 1.02070
H 0.12099 -0.55002 -1.53753
```

***

Largest force on an atom, respectively: 6.198 6.884 eV/Å.
Total energy, respectively: -779.56855 -1027.11743 Ha.
Energy relative to the best compared isomer or geometry (same formula, charge and spin), respectively: 201.5 0.0 kJ/mol.